[1]
Below is a cluster of 12 separate species, C71H58BO25P2 in total in a non-equilibrium geometry, with properties calculated with ωB97M-V with the def2-TZVPD basis set.

Geometry (Å):
C: -2.664 1.987 1.900
P: -2.514 1.074 0.273
C: -2.003 -0.672 0.624
B: -4.113 1.140 -0.855
O: -4.640 2.460 -1.234
C: -5.714 2.666 -0.333
C: -6.363 1.275 -0.177
P: -7.030 0.915 1.502
C: -7.151 -0.908 1.498
O: -5.809 1.277 2.550
O: -5.320 0.356 -0.460
H: -3.303 2.861 1.848
H: -2.963 1.307 2.695
H: -1.664 2.312 2.172
H: -1.182 -0.886 -0.045
H: -2.797 -1.408 0.550
H: -1.605 -0.699 1.636
H: -3.684 0.645 -1.909
H: -6.378 3.470 -0.637
H: -5.230 2.998 0.590
H: -7.145 1.236 -0.949
H: -8.166 -1.196 1.256
H: -6.449 -1.319 0.777
H: -6.912 -1.319 2.474
H: -5.883 2.208 2.810
C: -2.330 4.073 -2.220
C: -1.610 3.252 -2.982
C: -0.480 3.745 -3.794
O: 0.179 3.000 -4.496
C: -0.169 5.198 -3.729
C: -0.884 6.022 -2.970
C: -2.024 5.521 -2.155
O: -2.672 6.284 -1.466
H: -3.164 3.703 -1.628
H: -1.823 2.191 -3.033
H: 0.665 5.539 -4.332
H: -0.676 7.083 -2.910
C: -1.711 -3.945 3.929
C: -0.636 -4.730 3.953
C: -0.149 -5.400 2.721
O: 0.848 -6.098 2.731
C: -0.903 -5.176 1.468
C: -1.971 -4.386 1.440
C: -2.457 -3.710 2.667
O: -3.419 -2.976 2.644
H: -2.079 -3.433 4.809
H: -0.062 -4.906 4.855
H: -0.524 -5.672 0.583
H: -2.526 -4.189 0.531
C: -8.246 6.067 2.714
C: -8.889 7.203 2.459
C: -8.427 8.128 1.394
O: -9.015 9.165 1.166
C: -7.222 7.738 0.622
C: -6.577 6.602 0.875
C: -7.040 5.678 1.941
O: -6.452 4.645 2.167
H: -8.565 5.378 3.486
H: -9.771 7.507 3.009
H: -6.903 8.426 -0.150
H: -5.694 6.298 0.324
C: 2.801 -2.206 1.021
C: 3.795 -2.817 0.380
C: 4.322 -2.286 -0.898
O: 5.229 -2.845 -1.485
C: 3.709 -1.046 -1.434
C: 2.716 -0.434 -0.795
C: 2.185 -0.969 0.483
O: 1.282 -0.417 1.072
H: 2.398 -2.573 1.955
H: 4.261 -3.717 0.755
H: 4.112 -0.675 -2.367
H: 2.251 0.471 -1.168
C: 3.558 0.038 -7.126
C: 2.867 -0.428 -6.086
C: 3.162 -1.757 -5.496
O: 2.525 -2.182 -4.556
C: 4.263 -2.551 -6.096
C: 4.953 -2.090 -7.135
C: 4.651 -0.764 -7.730
O: 5.286 -0.348 -8.679
H: 3.362 0.997 -7.573
H: 2.066 0.134 -5.626
H: 4.463 -3.515 -5.645
H: 5.757 -2.652 -7.593
C: -10.101 -1.631 -4.856
C: -8.996 -2.347 -5.037
C: -7.818 -2.183 -4.146
O: -6.814 -2.839 -4.318
C: -7.921 -1.189 -3.048
C: -9.030 -0.474 -2.869
C: -10.205 -0.638 -3.757
O: -11.219 0.011 -3.597
H: -10.971 -1.734 -5.494
H: -8.900 -3.076 -5.831
H: -7.052 -1.081 -2.406
H: -9.125 0.255 -2.075
C: 6.213 0.473 4.833
C: 5.345 -0.427 4.381
C: 5.630 -1.224 3.165
O: 4.831 -2.040 2.752
C: 6.916 -0.987 2.469
C: 7.788 -0.091 2.922
C: 7.505 0.710 4.140
O: 8.301 1.527 4.554
H: 6.022 1.068 5.717
H: 4.397 -0.616 4.870
H: 7.103 -1.579 1.582
H: 8.732 0.095 2.428
C: 3.905 -5.372 3.921
C: 5.076 -5.955 3.674
C: 6.273 -5.659 4.496
O: 7.344 -6.184 4.267
C: 6.118 -4.690 5.610
C: 4.949 -4.108 5.860
C: 3.750 -4.404 5.035
O: 2.685 -3.872 5.265
H: 3.019 -5.571 3.332
H: 5.211 -6.662 2.866
H: 7.005 -4.489 6.198
H: 4.814 -3.398 6.667
C: 0.173 3.877 6.751
C: 1.189 3.023 6.806
C: 1.696 2.349 5.584
O: 2.616 1.559 5.652
C: 1.031 2.668 4.296
C: 0.010 3.523 4.243
C: -0.498 4.193 5.466
O: -1.425 4.972 5.423
H: -0.213 4.376 7.631
H: 1.690 2.775 7.734
H: 1.413 2.165 3.417
H: -0.494 3.765 3.317
C: 9.870 -5.123 2.389
C: 9.332 -4.104 1.724
C: 10.027 -2.797 1.627
O: 9.533 -1.865 1.026
C: 11.345 -2.667 2.295
C: 11.884 -3.685 2.958
C: 11.190 -4.994 3.057
O: 11.685 -5.921 3.660
H: 9.380 -6.085 2.475
H: 8.371 -4.176 1.229
H: 11.833 -1.704 2.211
H: 12.844 -3.612 3.453
C: 0.283 1.254 -9.193
C: -0.866 1.072 -9.838
C: -2.171 1.212 -9.140
O: -3.216 1.044 -9.732
C: -2.144 1.561 -7.699
C: -0.995 1.743 -7.053
C: 0.306 1.605 -7.752
O: 1.350 1.772 -7.159
H: 1.245 1.157 -9.682
H: -0.908 0.817 -10.889
H: -3.105 1.658 -7.209
H: -0.949 1.999 -6.001

Values from the calculation:
- Kohn-Sham gap (eV) = 3.06
- largest force on an atom (eV Å⁻¹) = 2.4
- LUMO energy (eV) = -0.53
- charge = -1

=====

[2]
Below is a cluster of 2 separate species, C15H22N4O4S in total in a non-equilibrium geometry, with properties calculated with ωB97M-V with the def2-TZVPD basis set.

Geometry (Å):
N: -7.086 0.216 -5.433
O: 4.332 -2.309 -1.794
O: 3.917 0.204 2.491
O: -2.756 0.785 1.166
O: -3.533 -1.540 1.391
C: -6.579 0.172 -4.385
C: 3.989 -1.752 -0.764
C: 4.096 0.577 1.337
C: -4.697 0.708 -2.904
C: -6.578 -0.541 -2.033
C: -4.070 0.639 -1.656
C: -5.954 -0.615 -0.784
C: -5.951 0.115 -3.101
C: -4.695 -0.028 -0.594
N: 5.266 1.085 0.931
N: 3.489 -0.515 -0.831
N: -4.996 0.336 2.094
C: 4.135 -2.482 0.557
C: 6.416 1.297 1.808
C: 1.013 1.192 1.581
C: 0.632 -0.287 -0.357
C: 1.615 0.027 0.783
C: 3.027 0.385 0.249
S: -3.855 -0.167 1.006
H: -4.204 1.218 -3.727
H: -7.550 -1.005 -2.177
H: -3.091 1.096 -1.519
H: -6.441 -1.138 0.037
H: 5.366 1.309 -0.047
H: 3.403 -0.175 -1.775
H: -4.677 -0.020 2.984
H: -4.956 1.345 2.077
H: 4.914 -2.015 1.154
H: 4.417 -3.514 0.356
H: 3.193 -2.474 1.098
H: 6.694 0.354 2.284
H: 7.265 1.673 1.236
H: 6.158 2.017 2.588
H: 0.032 0.908 1.963
H: 1.646 1.439 2.432
H: 0.903 2.071 0.946
H: -0.357 -0.484 0.056
H: 0.572 0.556 -1.045
H: 0.949 -1.179 -0.896
H: 1.671 -0.846 1.432
H: 2.915 1.365 -0.213

Values from the calculation:
- Kohn-Sham gap (eV) = 8.58
- largest force on an atom (eV Å⁻¹) = 3.0
- SMILES string = CNC(=O)[C@@H](NC(C)=O)C(C)C.N#Cc1ccc(S(N)(=O)=O)cc1
- LUMO energy (eV) = -0.83

=====

[3]
Below is a cluster of 7 separate species, C16H51N4O7 in total in a non-equilibrium geometry, with properties calculated with ωB97M-V with the def2-TZVPD basis set.

Geometry (Å):
O: -1.484 5.290 -0.438
H: -1.492 5.423 -1.389
H: -0.771 5.850 -0.121
H: -1.204 4.386 -0.275
O: 2.827 4.614 -1.922
H: 2.560 4.717 -2.838
H: 2.552 5.345 -1.364
H: 2.414 3.816 -1.585
O: 0.346 1.868 -0.462
H: -0.214 1.277 0.078
C: 1.993 -2.947 -2.955
C: 3.002 -2.269 -3.851
C: 2.459 -2.233 -5.345
O: 3.233 -1.581 -6.376
C: 4.495 -2.238 -6.697
N: 3.186 -0.919 -3.387
H: 1.046 -2.412 -2.882
H: 2.366 -2.896 -1.932
H: 1.773 -3.997 -3.147
H: 3.935 -2.817 -3.726
H: 1.467 -1.784 -5.390
H: 2.219 -3.251 -5.651
H: 5.196 -2.012 -5.894
H: 4.919 -1.815 -7.608
H: 4.397 -3.323 -6.672
H: 2.418 -0.581 -2.825
H: 4.028 -0.940 -2.829
C: 3.678 2.620 4.259
C: 2.467 2.745 5.215
C: 2.599 3.934 6.279
O: 3.679 3.540 7.152
C: 4.235 4.701 7.832
N: 1.311 3.024 4.353
H: 4.634 2.475 4.761
H: 3.853 3.633 3.896
H: 3.526 1.895 3.459
H: 2.288 1.769 5.664
H: 1.757 3.958 6.971
H: 2.742 4.871 5.741
H: 5.023 4.245 8.432
H: 3.513 5.174 8.497
H: 4.620 5.524 7.229
H: 1.516 2.643 3.441
H: 1.251 4.020 4.200
C: -4.408 0.879 -2.855
C: -3.910 0.388 -4.244
C: -4.995 0.526 -5.340
O: -4.570 -0.014 -6.659
C: -4.178 -1.323 -6.715
N: -2.710 1.085 -4.661
H: -4.914 0.046 -2.368
H: -5.091 1.700 -3.074
H: -3.624 1.247 -2.192
H: -3.703 -0.676 -4.132
H: -5.186 1.598 -5.385
H: -5.931 0.002 -5.146
H: -4.831 -1.954 -6.112
H: -3.118 -1.438 -6.489
H: -4.273 -1.608 -7.763
H: -2.864 2.065 -4.472
H: -1.913 0.834 -4.092
C: -3.067 -3.051 2.684
C: -2.214 -3.373 3.965
C: -1.957 -4.859 4.044
O: -3.023 -5.698 4.553
C: -3.084 -5.660 5.963
N: -0.947 -2.747 3.752
H: -3.116 -1.966 2.592
H: -4.101 -3.383 2.784
H: -2.698 -3.425 1.729
H: -2.658 -2.908 4.845
H: -1.045 -5.077 4.600
H: -1.692 -5.193 3.041
H: -4.070 -5.842 6.390
H: -2.901 -4.629 6.264
H: -2.296 -6.216 6.470
H: -0.225 -2.928 4.434
H: -1.045 -1.744 3.689

Values from the calculation:
- Kohn-Sham gap (eV) = 4.64
- largest force on an atom (eV Å⁻¹) = 3.7
- LUMO energy (eV) = -5.78
- charge = +1

=====

[4]
Below is a structure of composition C22H26BN4O5S3SeTm, with properties calculated with ωB97M-V with the def2-TZVPD basis set.

Geometry (Å):
Tm: 0.590 0.092 0.189
N: 2.514 -1.536 0.521
C: 1.810 -2.759 0.978
C: 0.871 -2.357 2.114
O: 0.955 -2.910 3.199
N: 0.039 -1.332 1.785
C: -0.730 -0.833 2.916
C: -1.627 0.333 2.585
O: -2.079 1.106 3.357
O: -1.998 0.365 1.214
H: 3.206 -1.778 -0.179
H: 3.035 -1.148 1.303
H: 2.477 -3.534 1.350
H: 1.235 -3.158 0.139
H: -0.091 -0.524 3.745
H: -1.397 -1.604 3.321
C: -0.980 -1.550 -3.010
C: 0.395 -1.523 -3.663
S: 1.723 -1.364 -2.453
C: 2.723 -0.040 -3.170
C: 2.017 1.296 -3.364
S: 1.314 1.965 -1.841
C: -0.373 2.393 -2.339
C: -1.243 1.273 -2.905
S: -1.373 -0.216 -1.866
H: -1.110 -2.459 -2.419
H: -1.758 -1.566 -3.775
H: 0.470 -0.705 -4.378
H: 0.535 -2.447 -4.223
H: 3.136 -0.388 -4.118
H: 3.563 0.074 -2.481
H: 1.232 1.223 -4.116
H: 2.744 2.019 -3.737
H: -0.333 3.210 -3.061
H: -0.806 2.820 -1.428
H: -0.896 0.947 -3.886
H: -2.256 1.655 -3.030
O: -3.371 1.469 -0.405
B: -3.213 0.883 0.846
O: -4.394 0.824 1.559
C: -5.322 1.424 0.727
C: -6.655 1.642 0.962
C: -7.370 2.278 -0.056
C: -6.756 2.664 -1.241
C: -5.395 2.433 -1.463
C: -4.712 1.808 -0.452
H: -7.119 1.341 1.891
H: -8.424 2.477 0.085
H: -7.340 3.159 -2.005
H: -4.903 2.740 -2.376
Se: 2.207 1.749 1.735
N: 0.389 1.893 1.253
C: 0.170 3.287 1.066
C: -1.060 3.852 0.835
C: -1.173 5.211 0.491
C: -0.014 5.965 0.397
C: 1.242 5.408 0.638
C: 1.379 4.058 1.004
N: 2.592 3.490 1.282
H: -1.953 3.242 0.906
H: -2.144 5.653 0.312
H: -0.079 7.016 0.139
H: 2.138 6.011 0.561

Values from the calculation:
- Kohn-Sham gap (alpha / beta) (eV) = 4.52 / 4.52
- largest force on an atom (eV Å⁻¹) = 0.7
- LUMO energy (alpha / beta) (eV) = -0.42 / -0.42
- multiplicity = 3